# 1
DFT (ωB97M-V with the def2-TZVPD basis set) results for C45H63CoNP2Si as an isolated structure in a non-equilibrium geometry.

Output
⟨S²⟩: 6.06
Lowest unoccupied orbital energy (spin up / spin down) in Eh: -0.064 / -0.130
HOMO level (spin up / spin down) in Eh: -0.34500 / -0.41429
Relative energy (zero: lowest compared OMol25 entry of this formula, charge and spin) in eV: 0.000
E_tot in Eh: -4161.98678

Geometry as ORCA input:
```
! RIJCOSX wB97M-V def2-TZVPD def2/J DEFGRID3
* xyz 1 5
Co 0.267 0.393 -0.046
C -0.922 -3.175 0.580
Si -1.190 -1.374 -0.070
C -2.686 -0.622 0.874
C -3.859 -1.327 0.922
C -4.940 -0.936 1.713
C -4.755 0.100 2.644
C -3.628 0.860 2.632
C -2.665 0.757 1.505
P -0.856 1.160 1.915
C -0.310 0.424 3.563
C 0.080 -1.055 3.470
C -1.065 -2.013 3.768
C -1.630 -1.744 5.156
C -2.180 -0.327 5.188
C -1.111 0.708 4.847
C -0.444 2.963 2.197
C -0.159 3.618 0.844
C 0.806 4.786 1.042
C 0.505 5.506 2.365
C -0.971 5.359 2.732
C -1.302 3.894 3.065
C -1.503 -1.624 -1.952
C -2.231 -2.748 -2.322
C -2.430 -3.073 -3.650
C -1.905 -2.252 -4.634
C -1.194 -1.118 -4.284
C -0.964 -0.801 -2.944
P -0.075 0.745 -2.460
C -1.050 1.941 -3.548
C -0.682 3.411 -3.335
C -1.425 4.326 -4.333
C -2.565 3.607 -5.054
C -3.394 2.820 -4.049
C -2.559 1.702 -3.405
C 1.580 0.919 -3.348
C 2.748 0.391 -2.518
C 2.859 -1.124 -2.616
C 3.121 -1.532 -4.060
C 1.969 -1.058 -4.934
C 1.756 0.447 -4.796
H -1.861 -3.613 0.899
H -0.234 -3.229 1.414
H -0.513 -3.788 -0.213
H -3.950 -2.236 0.347
H -5.868 -1.480 1.676
H -5.511 0.259 3.397
H -3.438 1.611 3.383
H 0.640 0.978 3.658
H 0.871 -1.240 4.201
H 0.493 -1.252 2.476
H -0.702 -3.040 3.703
H -1.857 -1.884 3.029
H -0.853 -1.877 5.911
H -2.431 -2.451 5.379
H -2.590 -0.091 6.172
H -2.991 -0.272 4.464
H -0.393 0.727 5.672
H -1.563 1.700 4.796
H 0.537 2.856 2.685
H -1.088 3.980 0.410
H 0.277 2.879 0.146
H 0.709 5.476 0.204
H 1.833 4.416 1.046
H 0.763 6.560 2.275
H 1.117 5.081 3.161
H -1.589 5.699 1.899
H -1.209 5.995 3.587
H -2.367 3.722 2.912
H -1.082 3.717 4.119
H -2.649 -3.384 -1.558
H -2.998 -3.952 -3.915
H -2.049 -2.495 -5.676
H -0.828 -0.483 -5.076
H -0.757 1.684 -4.572
H 0.394 3.553 -3.462
H -0.909 3.709 -2.310
H -0.729 4.715 -5.077
H -1.837 5.184 -3.800
H -2.173 2.927 -5.812
H -3.190 4.342 -5.563
H -4.263 2.389 -4.547
H -3.766 3.503 -3.283
H -2.806 0.748 -3.874
H -2.829 1.610 -2.353
H 1.667 2.016 -3.351
H 2.627 0.697 -1.472
H 3.669 0.849 -2.889
H 1.920 -1.573 -2.273
H 3.664 -1.478 -1.972
H 3.210 -2.616 -4.134
H 4.060 -1.093 -4.401
H 1.068 -1.596 -4.638
H 2.165 -1.288 -5.983
H 0.928 0.771 -5.432
H 2.652 0.948 -5.177
C -3.118 1.686 0.318
C -3.536 3.117 0.545
C -4.353 3.563 1.578
C -4.643 4.911 1.718
C -4.148 5.844 0.824
C -3.414 5.405 -0.264
C -3.129 4.059 -0.398
H -2.278 1.680 -0.388
H -3.954 1.170 -0.163
H -4.777 2.863 2.281
H -5.254 5.240 2.544
H -4.337 6.895 0.967
H -3.040 6.102 -1.001
H -2.580 3.723 -1.262
N 2.932 -0.280 1.231
C 1.993 0.110 0.657
H 3.738 -0.599 1.719
*
```

# 2
DFT (ωB97M-V with the def2-TZVPD basis set) results for C45H66AsF6N9O3 as an isolated structure in a non-equilibrium geometry.

Output
Lowest unoccupied orbital energy in Eh: -0.633
HOMO level in Eh: -0.96724
Relative energy (zero: lowest compared OMol25 entry of this formula, charge and spin) in eV: 11.753
E_tot in Eh: -5304.25131

Geometry as ORCA input:
```
! RIJCOSX wB97M-V def2-TZVPD def2/J DEFGRID3
* xyz 8 1
C 2.553 -4.843 -9.081
C 1.939 -4.494 -10.410
O 1.901 -3.352 -10.850
N 1.486 -5.724 -11.229
H 1.737 -5.548 -12.192
H 1.878 -6.644 -11.089
C -0.019 -5.888 -11.220
H 3.472 -5.390 -9.291
H 1.939 -5.571 -8.550
H 2.842 -3.932 -8.557
H -0.288 -6.221 -12.223
H -0.434 -4.882 -11.278
H -0.466 -6.435 -10.390
C 1.513 -1.077 -3.899
C 2.573 -0.033 -3.560
O 2.425 1.092 -3.120
N 4.024 -0.455 -3.834
H 4.174 -1.213 -4.485
H 4.565 0.272 -4.279
C 4.761 -0.930 -2.591
H 1.880 -2.087 -3.718
H 1.100 -0.957 -4.900
H 0.677 -1.042 -3.201
H 5.812 -1.117 -2.812
H 4.272 -1.819 -2.193
H 4.700 -0.071 -1.923
C -2.135 -3.965 -2.829
C -1.509 -3.476 -4.100
O -1.266 -2.325 -4.404
N -1.282 -4.537 -5.173
H -1.985 -5.263 -5.147
H -1.422 -4.099 -6.073
C 0.098 -5.172 -5.095
H -1.890 -3.276 -2.021
H -1.719 -4.885 -2.418
H -3.203 -4.085 -3.016
H 0.991 -4.554 -5.003
H 0.176 -5.808 -5.977
H 0.094 -5.868 -4.256
C 14.435 -4.999 -7.907
N 13.190 -5.602 -7.566
C 12.811 -6.656 -8.324
C 11.575 -7.220 -8.149
C 10.616 -6.698 -7.271
C 10.977 -5.499 -6.555
C 12.294 -5.008 -6.769
C 9.196 -7.230 -7.284
C 8.485 -7.309 -6.140
C 7.142 -7.705 -6.132
N 6.563 -8.215 -7.239
C 7.240 -8.260 -8.386
C 8.564 -7.714 -8.445
C 5.206 -8.791 -7.122
H 14.776 -4.341 -7.107
H 14.243 -4.595 -8.901
H 15.168 -5.804 -7.959
H 13.543 -7.020 -9.030
H 11.403 -8.125 -8.713
H 10.249 -5.054 -5.893
H 12.604 -4.071 -6.330
H 8.913 -6.910 -5.232
H 6.568 -7.716 -5.217
H 6.747 -8.682 -9.250
H 9.223 -7.662 -9.299
H 4.655 -8.421 -7.986
H 4.832 -8.597 -6.116
H 5.449 -9.852 -7.163
C 0.891 -11.344 -4.144
N 1.764 -10.399 -3.359
C 2.097 -10.739 -2.095
C 2.889 -9.830 -1.371
C 3.342 -8.596 -1.916
C 2.824 -8.271 -3.134
C 2.128 -9.242 -3.903
C 4.095 -7.622 -1.086
C 3.882 -7.536 0.271
C 4.531 -6.593 1.082
N 5.424 -5.752 0.479
C 5.575 -5.707 -0.873
C 5.024 -6.774 -1.624
C 6.092 -4.723 1.283
H 1.581 -11.865 -4.807
H 0.114 -10.849 -4.727
H 0.373 -12.006 -3.451
H 1.843 -11.756 -1.835
H 3.322 -10.208 -0.457
H 3.052 -7.335 -3.623
H 2.046 -9.162 -4.977
H 3.116 -8.097 0.785
H 4.414 -6.481 2.150
H 6.216 -5.009 -1.391
H 5.204 -6.732 -2.688
H 7.063 -4.444 0.873
H 6.287 -5.169 2.258
H 5.444 -3.848 1.237
C 6.482 -1.074 -10.375
N 7.082 -1.098 -9.070
C 7.574 -2.228 -8.540
C 8.195 -2.296 -7.330
C 8.100 -1.216 -6.475
C 7.472 -0.047 -6.975
C 7.052 0.015 -8.329
C 8.712 -1.166 -5.180
C 8.506 -2.192 -4.281
C 9.074 -2.175 -2.970
N 9.843 -1.137 -2.604
C 10.073 -0.063 -3.446
C 9.482 -0.081 -4.736
C 10.496 -1.234 -1.232
H 6.942 -1.871 -10.959
H 6.749 -0.164 -10.912
H 5.406 -1.227 -10.290
H 7.579 -3.095 -9.184
H 8.609 -3.206 -6.921
H 7.474 0.880 -6.422
H 6.522 0.876 -8.711
H 8.042 -3.083 -4.677
H 9.066 -2.938 -2.206
H 10.647 0.760 -3.046
H 9.786 0.692 -5.426
H 10.024 -1.966 -0.576
H 10.691 -0.237 -0.837
H 11.527 -1.505 -1.455
As 4.865 -4.066 -5.649
F 6.378 -4.936 -6.061
F 5.824 -2.705 -5.045
F 3.400 -3.077 -5.189
F 3.827 -5.488 -6.032
F 4.956 -4.535 -3.968
F 4.746 -3.415 -7.293
*
```